(one)
The following is a DFT calculation (wB97M-V/def2-TZVPD) of a structure of composition C5H7N3O2S.

Last column: Mulliken charge in e.
Atoms and positions in Å:
C -1.412 1.518 -0.841  0.25
C 0.369 1.050 0.751  0.25
C 0.804 -1.340 0.429  0.85
C -1.197 0.026 -0.959  0.22
C 1.751 -1.447 1.622  -1.26
N -0.662 1.910 0.197  -0.04
N 0.294 -0.119 0.126  -0.18
N -0.892 -0.234 -2.250  -0.39
O -2.117 2.182 -1.570  -0.59
O 0.371 -2.275 -0.265  -0.61
S 1.295 1.584 2.016  -0.39
H -1.937 -0.667 -0.390  0.37
H 2.182 -2.412 1.629  0.35
H 1.178 -1.367 2.573  0.31
H 2.391 -0.542 1.672  0.33
H -0.802 2.715 0.657  0.10
H -0.605 0.572 -2.805  0.21
H -1.010 -1.153 -2.593  0.23

As for the multiplicity: 1.

(two)
The following is a DFT calculation (wB97M-V/def2-TZVPD) of a structure of composition C5H7N3O2S.

Last column: Mulliken charge in e.
Atoms and positions in Å:
C 1.664 0.776 1.314  -0.25
C -0.212 0.659 -0.258  -0.29
C -0.476 0.663 -1.596  0.10
C 0.939 0.050 0.265  0.15
C -1.770 1.181 -2.139  -1.14
N 1.716 0.580 2.544  -0.39
N 0.230 -1.230 1.562  -0.33
N 0.235 -2.515 1.195  1.11
O 0.140 -2.781 -0.022  -0.63
O 0.180 -3.360 2.042  -0.65
S 0.816 -0.683 3.081  0.08
H 2.100 1.795 0.999  0.32
H -0.765 1.403 0.292  0.29
H 0.234 0.190 -2.356  0.29
H 1.502 -0.596 -0.364  0.43
H -2.530 0.431 -1.849  0.29
H -2.104 2.061 -1.523  0.29
H -1.898 1.377 -3.187  0.35

As for the multiplicity: 1.

Which one is most stable, and which one is least stable? (one) is the most stable of them, while (two) is the least stable.

(one)
The following is a DFT calculation (wB97M-V/def2-TZVPD) of a cluster of 2 separate species, CH6N2O2 in total.

Last column: Mulliken charge in e.
Atoms and positions in Å:
N -0.539 -1.197 -0.151  -0.38
C 0.074 -0.317 0.685  0.58
N -0.805 0.340 1.521  -0.43
O 1.261 -0.074 0.702  -0.58
H -1.538 -1.238 -0.149  0.19
H 0.014 -1.682 -0.843  0.23
H -1.660 -0.004 1.925  0.19
H -0.421 1.119 2.026  0.21
H -0.531 0.934 -1.808  0.32
H 0.969 0.658 -2.036  0.32
O 0.216 1.173 -2.363  -0.65

The SMILES is NC(N)=O.O. As for the multiplicity: 1.

(two)
The following is a DFT calculation (wB97M-V/def2-TZVPD) of a cluster of 2 separate species, CH6N2O2 in total.

Last column: Mulliken charge in e.
Atoms and positions in Å:
C -0.237 1.543 -0.667  -0.02
N -0.172 0.624 0.242  0.36
N 0.445 -2.118 -0.006  -0.90
O -0.398 0.946 1.476  -0.79
O -0.537 2.775 -0.266  -0.49
H -0.064 1.362 -1.710  0.35
H 0.059 -0.374 0.041  0.36
H 1.349 -2.379 -0.383  0.24
H 0.452 -2.315 0.988  0.24
H -0.259 -2.707 -0.434  0.24
H -0.638 2.645 0.719  0.42

The SMILES is [O-]/[NH+]=C\O.N. As for the multiplicity: 1.

Which one is most stable, and which one is least stable? (one) is the most stable of them, while (two) is the least stable.

(one)
The following is a DFT calculation (wB97M-V/def2-TZVPD) of a structure of composition C4H3N3.

Last column: Mulliken charge in e.
Atoms and positions in Å:
C -0.183 1.177 -0.552  -0.06
C 0.714 0.737 0.562  -0.68
C -0.976 0.322 -1.097  -0.49
C 0.404 -0.526 0.935  0.62
N 0.931 -1.845 1.303  -0.24
N 0.186 -2.344 0.339  -0.22
N -0.619 -1.214 0.271  -0.16
H -0.327 2.141 -0.817  0.46
H 1.670 1.130 0.782  0.38
H -1.800 0.423 -1.726  0.39

As for the multiplicity: 1.

(two)
The following is a DFT calculation (wB97M-V/def2-TZVPD) of an isolated molecule of C4H3N3.

Last column: Mulliken charge in e.
Atoms and positions in Å:
C -0.976 -1.238 -0.488  -0.37
C -1.250 -1.015 -1.748  -0.23
C -0.054 -0.180 -0.008  0.32
C 1.286 -0.146 0.300  -0.22
N 1.619 1.113 0.680  -0.26
N 0.564 1.868 0.613  -0.55
N -0.443 1.104 0.202  0.28
H -1.326 -2.051 0.144  0.33
H 2.008 -0.948 0.265  0.42
H -1.362 1.500 0.068  0.27

As for the multiplicity: 1.

Which one is most stable, and which one is least stable? (two) is the most stable of them, while (one) is the least stable.

(one)
The following is a DFT calculation (wB97M-V/def2-TZVPD) of an isolated molecule of C4H3N3.

Last column: Mulliken charge in e.
Atoms and positions in Å:
N -2.682 -1.072 -1.640  -0.36
C -1.770 -0.621 -1.090  0.23
C -0.624 -0.112 -0.382  0.43
N -0.207 1.094 -0.412  -0.48
C 0.945 1.052 0.465  -0.16
C 1.145 -0.280 1.070  -0.45
N 0.166 -0.947 0.440  -0.03
H 1.109 1.951 1.040  0.41
H 1.921 0.869 -0.051  0.23
H -0.004 -1.935 0.558  0.19

As for the multiplicity: 1.

(two)
The following is a DFT calculation (wB97M-V/def2-TZVPD) of an isolated molecule of C4H3N3.

Last column: Mulliken charge in e.
Atoms and positions in Å:
N 3.253 -0.130 0.191  -0.45
C 2.145 -0.456 0.115  0.31
C 0.719 -0.468 0.015  0.31
N -0.189 -1.409 0.142  -0.57
C -1.383 -0.742 0.063  -0.32
C -1.183 0.605 -0.109  -0.22
N 0.165 0.767 -0.149  -0.06
H -2.334 -1.250 0.142  0.39
H -1.850 1.448 -0.186  0.39
H 0.686 1.627 -0.226  0.22

The SMILES is N#Cc1ncc[nH]1. As for the multiplicity: 1.

(three)
The following is a DFT calculation (wB97M-V/def2-TZVPD) of an isolated molecule of C4H3N3.

Last column: Mulliken charge in e.
Atoms and positions in Å:
C -0.332 1.126 0.561  -0.49
C -0.692 -0.130 1.206  -0.29
C 0.372 0.959 -0.602  -0.24
C -0.202 -1.044 0.358  -0.28
N 0.575 -2.417 -0.953  -0.13
N 0.976 -1.386 -1.425  -0.34
N 0.410 -0.397 -0.752  0.54
H -0.609 2.159 0.865  0.34
H -1.209 -0.408 2.105  0.40
H 0.712 1.537 -1.364  0.48

As for the multiplicity: 1.

(four)
The following is a DFT calculation (wB97M-V/def2-TZVPD) of an isolated molecule of C4H3N3.

Last column: Mulliken charge in e.
Atoms and positions in Å:
N -0.221 -1.612 -2.231  -0.56
C -0.455 -0.787 -1.422  0.33
C -1.480 0.058 -0.653  0.12
N -1.503 0.173 0.560  -0.21
C -0.446 0.443 1.361  -0.46
C 0.737 0.409 0.647  0.08
N 0.678 0.249 -0.679  -0.36
H -0.562 0.566 2.427  0.38
H 1.701 0.473 1.143  0.36
H 1.551 0.028 -1.153  0.32

As for the multiplicity: 1.

Which one is most stable, and which one is least stable? (two) is the most stable of them, while (three) is the least stable.